103
Properties=species:S:1:pos:R:3 method="wB97M-V/def2-TZVPD" total_charge=-1 de_lowest_kcal_mol=44.4 homo_ev="-3.5 / -3.6" mol_weight_da=1544.44 spin_multiplicity=2
Ti -0.18515 -0.10347 -0.09362
Cl -2.26455 6.67552 -0.86971
C -1.91341 5.05633 -0.34021
C -1.75252 4.81150 0.99534
C -1.41232 3.53296 1.45843
I -1.44364 3.24355 3.54391
C -1.16134 2.48440 0.58358
O -0.73883 1.27820 0.92785
C -1.40531 2.74438 -0.80142
N -1.24360 1.68082 -1.60810
C -1.47327 1.83464 -2.89618
C -1.88387 3.03752 -3.46294
C -2.05009 4.13865 -2.66052
C -1.80249 4.01768 -1.28297
H -1.89820 5.61166 1.70706
H -1.34600 0.94738 -3.50545
H -2.06624 3.08735 -4.52819
H -2.37588 5.08531 -3.06870
Se -1.02676 -2.06491 1.25963
Se -1.38604 -1.05972 3.30376
Te 0.96754 0.01604 3.58778
Se 1.88410 -0.35975 1.30566
C 6.20107 -0.45597 -0.95983
C 5.39256 -1.31120 -1.69434
C 4.07737 -0.96607 -1.96299
C 3.55304 0.23786 -1.49857
C 4.36061 1.07385 -0.73556
C 5.68084 0.73511 -0.47733
As 1.66607 0.64542 -1.85129
C 1.85282 2.60022 -1.90647
C 1.79183 3.36370 -3.06736
C 1.85662 4.75015 -3.00372
C 1.98782 5.38959 -1.78084
C 2.04652 4.63975 -0.61454
C 1.96085 3.25743 -0.67679
C 1.68128 0.18291 -3.74776
C 0.64135 -0.55849 -4.29710
C 0.67328 -0.94524 -5.62933
C 1.75479 -0.59808 -6.42513
C 2.80436 0.13158 -5.88343
C 2.76716 0.52074 -4.55329
H 7.23367 -0.71734 -0.76285
H 5.78354 -2.25449 -2.05573
H 3.44608 -1.63550 -2.53488
H 3.96148 1.99537 -0.33507
H 6.29935 1.40195 0.11058
H 1.69781 2.87076 -4.02749
H 1.80009 5.33042 -3.91750
H 2.02888 6.47113 -1.73449
H 2.14421 5.13352 0.34458
H 1.98455 2.67290 0.24024
H -0.18346 -0.86651 -3.66636
H -0.13807 -1.53526 -6.03792
H 1.79212 -0.91230 -7.46116
H 3.66047 0.38896 -6.49522
H 3.59377 1.07645 -4.12554
O -1.13738 -0.89402 -1.48970
As -2.55329 -1.73745 -1.28229
C -3.94367 -1.17150 -0.05796
C -3.84426 -0.10654 0.82360
C -4.91822 0.20195 1.64431
C -6.06936 -0.57241 1.60206
C -6.17164 -1.63333 0.71338
C -5.11537 -1.92073 -0.13694
C -3.44676 -1.28487 -2.96152
C -3.33907 -1.99024 -4.15436
C -3.85468 -1.45559 -5.32754
C -4.48315 -0.21936 -5.31874
C -4.58374 0.49776 -4.13467
C -4.06076 -0.03223 -2.96605
C -2.33844 -3.66301 -1.25070
C -2.86469 -4.44848 -0.23371
C -2.64289 -5.81572 -0.24379
C -1.89505 -6.39178 -1.26282
C -1.34965 -5.60233 -2.26329
C -1.56772 -4.23239 -2.25889
H -2.93032 0.46802 0.89195
H -4.84611 1.03927 2.32595
H -6.89262 -0.34897 2.26943
H -7.07086 -2.23539 0.68027
H -5.18867 -2.71644 -0.87072
H -2.85731 -2.96009 -4.17246
H -3.76192 -2.00501 -6.25612
H -4.88541 0.19234 -6.23603
H -5.05637 1.47191 -4.11897
H -4.11880 0.53377 -2.04334
H -3.40819 -3.98587 0.57967
H -3.03300 -6.42763 0.55912
H -1.72180 -7.46077 -1.26601
H -0.73740 -6.04259 -3.04018
H -1.09148 -3.59818 -2.99514
F 4.39561 -7.33870 -1.39414
C 3.64072 -6.22802 -1.40300
C 3.40632 -5.53294 -0.22719
F 3.91876 -6.00305 0.91917
C 2.64623 -4.38173 -0.24086
F 2.42957 -3.74667 0.90317
C 2.08061 -3.87156 -1.42244
S 1.09258 -2.46408 -1.44234
C 2.31840 -4.61824 -2.58220
F 1.77868 -4.22824 -3.74923
C 3.08036 -5.76989 -2.57962
F 3.27844 -6.46180 -3.71559